No. 1
8 unconnected molecules or ions with the total composition C42H45N7O4 at a distorted geometry. Source: the OMol25 dataset; level of theory: wB97M-V/def2-TZVPD.

SMILES = CC(=O)OC[C@H]1CCC(=O)O1.c1ccncc1.c1ccncc1.c1ccncc1.c1ccncc1.c1ccncc1.c1ccncc1.c1ccncc1

Geometry as ORCA input:
```
! wB97M-V def2-TZVPD RIJCOSX def2/J DEFGRID3
* xyz 0 1
C 2.28037 -1.57989 3.95574
C 1.85352 -1.10297 2.58443
O 2.01764 -1.73503 1.62896
O 1.22925 0.12063 2.47664
C 0.16599 0.29978 3.41021
C -0.93091 -0.69900 3.28037
C -1.78487 -1.00273 4.52066
C -2.74104 -2.00960 3.79196
C -2.72387 -1.50719 2.32967
O -3.20244 -1.97727 1.41412
O -1.96283 -0.38071 2.32845
H 2.62252 -2.59212 3.80326
H 3.08494 -0.95148 4.32290
H 1.44470 -1.63302 4.64461
H 0.54145 0.37678 4.42535
H -0.25753 1.27703 3.19407
H -0.61773 -1.70421 2.97814
H -2.33944 -0.17451 4.93888
H -1.23101 -1.62629 5.21248
H -2.17136 -2.93623 3.81593
H -3.72305 -2.13556 4.21438
C 3.11425 3.13812 0.88252
C 2.81602 1.88445 0.37519
C 3.22602 1.58733 -0.91671
N 3.88737 2.43916 -1.70058
C 4.16316 3.64160 -1.19462
C 3.80254 4.03828 0.08488
H 2.81367 3.41067 1.88738
H 2.28029 1.15537 0.96412
H 3.01735 0.61683 -1.35444
H 4.70124 4.31447 -1.85579
H 4.05471 5.02673 0.44578
C -7.09329 -1.96231 -1.49757
C -8.27987 -1.41865 -1.03284
C -8.30222 -0.88710 0.24771
N -7.24588 -0.87222 1.06132
C -6.11279 -1.40184 0.59635
C -5.98423 -1.95453 -0.66825
H -7.03408 -2.38590 -2.49269
H -9.16919 -1.40547 -1.64845
H -9.20831 -0.44674 0.65264
H -5.27348 -1.37819 1.27641
H -5.03841 -2.36697 -0.99171
C -1.83025 -5.54216 -1.74440
C -0.78952 -6.40384 -1.43781
C -0.29342 -6.39979 -0.14411
N -0.75880 -5.60851 0.82325
C -1.75939 -4.78605 0.50642
C -2.33037 -4.71469 -0.75495
H -2.24416 -5.51648 -2.74492
H -0.37199 -7.06372 -2.18620
H 0.51931 -7.05879 0.14248
H -2.11336 -4.15340 1.31006
H -3.14117 -4.02740 -0.95242
C 7.43744 8.90084 -1.77963
C 8.17185 8.05263 -2.59123
C 7.67073 6.78370 -2.83804
N 6.52462 6.32815 -2.33545
C 5.83440 7.15853 -1.55313
C 6.24146 8.44755 -1.24767
H 7.79256 9.90061 -1.56336
H 9.11188 8.36613 -3.02473
H 8.20869 6.08582 -3.47092
H 4.90726 6.75993 -1.15440
H 5.63814 9.07763 -0.60846
C 0.96824 -3.82614 -2.96196
C 1.66681 -4.86728 -3.54884
C 2.23051 -4.65792 -4.79783
N 2.13550 -3.51037 -5.46882
C 1.45850 -2.52049 -4.88710
C 0.85956 -2.62412 -3.63993
H 0.51541 -3.94989 -1.98652
H 1.77375 -5.82053 -3.04882
H 2.78951 -5.44376 -5.29493
H 1.39774 -1.59998 -5.45769
H 0.32352 -1.78668 -3.21426
C 9.45923 2.58024 -1.41957
C 9.26077 3.94824 -1.50650
C 10.37593 4.77043 -1.55921
N 11.63075 4.32213 -1.52797
C 11.80072 3.00371 -1.44294
C 10.75578 2.09365 -1.38775
H 8.61479 1.90356 -1.37747
H 8.26374 4.36836 -1.53294
H 10.26786 5.84790 -1.63003
H 12.83192 2.66757 -1.41758
H 10.95412 1.03249 -1.32126
C -13.99432 -1.76090 2.11615
C -14.13613 -0.38310 2.10001
C -12.98884 0.39541 2.11067
N -11.75488 -0.10587 2.13944
C -11.63891 -1.43277 2.15657
C -12.71955 -2.30146 2.14411
H -14.86527 -2.40434 2.10710
H -15.11363 0.07914 2.07899
H -13.05186 1.47820 2.09559
H -10.62165 -1.80984 2.18248
H -12.56480 -3.37174 2.15658
*
```


No. 2
6 unconnected molecules or ions with the total composition C45H73F15O14. Source: the OMol25 dataset; level of theory: wB97M-V/def2-TZVPD.

SMILES = CCCCCCCCCCC[C@H]1OC(=O)O[C@@H]1CCCCCCCCCCOC.CCOC(=O)C(F)(F)F.CCOC(=O)C(F)(F)F.CCOC(=O)C(F)(F)F.CCOC(=O)C(F)(F)F.CCOC(=O)C(F)(F)F

Geometry as ORCA input:
```
! wB97M-V def2-TZVPD RIJCOSX def2/J DEFGRID3
* xyz 0 1
C 2.66632 -2.66296 0.46301
C 2.15101 -1.27904 0.86262
C 3.22539 -0.26128 1.25229
C 4.34975 -0.73339 2.19346
C 4.11848 -0.42111 3.68720
C 3.46195 -1.55369 4.48811
C 1.93093 -1.50485 4.52334
C 1.30336 -0.23045 5.10615
C -0.03711 0.11144 4.42118
C -1.22633 0.36916 5.38116
C -2.53928 -0.23757 4.85357
C -3.22797 0.60670 3.80009
O -2.39736 0.80290 2.63903
C -2.50851 -0.35230 1.93958
O -1.64555 -0.86781 1.28987
O -3.76840 -0.81542 2.06177
C -4.41351 -0.16796 3.18242
C -5.59221 0.61501 2.63606
C -6.68248 -0.35210 2.11512
C -6.68293 -0.55035 0.58267
C -6.23425 -1.94313 0.12435
C -7.00504 -3.14563 0.69829
C -6.04514 -4.29670 1.03125
C -5.20524 -3.99109 2.28911
C -3.72286 -4.38027 2.21511
C -3.43667 -5.74133 2.84593
C -1.96880 -6.16783 2.76512
O -1.08509 -5.10274 3.06552
C -0.46062 -4.49547 1.94924
H 1.91540 -3.22626 -0.08768
H 2.86380 -3.24723 1.36890
H 3.61272 -2.62880 -0.07703
H 1.63217 -0.87231 -0.01301
H 1.38255 -1.40162 1.62329
H 3.66318 0.18285 0.35444
H 2.71193 0.56130 1.76280
H 4.56237 -1.79760 2.09397
H 5.25782 -0.20967 1.89670
H 3.57232 0.51792 3.78273
H 5.09831 -0.23777 4.13740
H 3.85510 -1.60388 5.50733
H 3.73653 -2.50471 4.02184
H 1.54822 -2.36387 5.08109
H 1.57866 -1.63523 3.50017
H 1.15684 -0.36730 6.17919
H 1.96490 0.62478 4.97646
H 0.08951 1.00466 3.80958
H -0.31677 -0.69237 3.74004
H -1.38336 1.44554 5.48126
H -0.99503 -0.06834 6.35126
H -3.23952 -0.36966 5.68129
H -2.31644 -1.22343 4.43189
H -3.51163 1.59412 4.16025
H -4.75190 -0.90577 3.91159
H -6.01034 1.27090 3.40170
H -5.22454 1.24948 1.82757
H -6.53220 -1.31072 2.60899
H -7.66023 0.01882 2.42244
H -5.95765 0.15313 0.16475
H -7.64476 -0.28539 0.14194
H -6.31421 -1.98351 -0.96468
H -5.17466 -2.05548 0.36135
H -7.57995 -2.86896 1.58624
H -7.74040 -3.50078 -0.02840
H -6.60844 -5.22112 1.17029
H -5.38621 -4.43200 0.16926
H -5.66053 -4.54171 3.11840
H -5.28841 -2.93347 2.52954
H -3.37824 -4.35389 1.17832
H -3.14104 -3.63610 2.76145
H -4.07073 -6.50395 2.38426
H -3.70289 -5.67969 3.90544
H -1.78763 -6.95003 3.50575
H -1.74796 -6.59374 1.78014
H -1.08082 -4.54574 1.05338
H 0.51013 -4.95859 1.75019
H -0.29383 -3.44448 2.18806
C 0.05271 0.22809 -2.56477
C 0.60025 1.46107 -1.88218
O 1.36793 2.26734 -2.80850
C 0.67893 3.07054 -3.59168
O -0.50700 3.22069 -3.62435
C 1.64422 3.87773 -4.48240
F 2.59814 3.10551 -5.00307
F 2.23393 4.83478 -3.74843
F 0.98579 4.46272 -5.47603
H 0.86079 -0.33994 -3.02720
H -0.45240 -0.40893 -1.83935
H -0.65855 0.49514 -3.34623
H 1.29618 1.18936 -1.09174
H -0.19093 2.06232 -1.43706
C -2.99513 4.33979 -6.37635
C -3.53353 4.40287 -4.96518
O -4.94163 4.72733 -4.95482
C -5.77079 3.72108 -5.16987
O -5.48959 2.57758 -5.36935
C -7.22594 4.22561 -5.08375
F -7.38414 5.37267 -5.74838
F -7.55472 4.43529 -3.80248
F -8.06039 3.32639 -5.58961
H -3.19502 5.27349 -6.90305
H -1.91914 4.17108 -6.35176
H -3.46144 3.53103 -6.93827
H -3.05260 5.20054 -4.40447
H -3.36677 3.47015 -4.42963
C 9.54895 2.01658 -1.70648
C 8.26515 1.71714 -2.44727
O 7.82499 0.36319 -2.20441
C 7.16389 0.16248 -1.07746
O 6.88714 0.97059 -0.24295
C 6.73019 -1.31211 -0.98955
F 7.72352 -2.13765 -1.33300
F 5.69767 -1.53432 -1.81679
F 6.33280 -1.61895 0.23682
H 10.31912 1.29173 -1.97059
H 9.90282 3.01386 -1.96476
H 9.39918 1.97211 -0.62840
H 8.41285 1.77469 -3.52306
H 7.47060 2.41073 -2.17598
C 5.82250 -4.27691 -3.45660
C 4.51001 -4.48840 -4.17501
O 3.97383 -5.79952 -3.89349
C 3.32619 -5.92184 -2.74507
O 3.12818 -5.07354 -1.92808
C 2.79147 -7.36168 -2.60555
F 3.71865 -8.25993 -2.94557
F 1.73253 -7.52725 -3.40789
F 2.41330 -7.59649 -1.35582
H 6.53690 -5.05979 -3.71269
H 6.24947 -3.31166 -3.72321
H 5.67482 -4.29976 -2.37763
H 4.63980 -4.45442 -5.25428
H 3.77684 -3.73106 -3.89982
C 2.38195 7.27980 -1.45600
C 0.88004 7.45205 -1.45165
O 0.45073 8.30666 -0.37132
C 0.54700 9.60826 -0.58829
O 0.94463 10.15037 -1.57484
C 0.01473 10.37595 0.63912
F 0.47800 9.85329 1.77717
F -1.32221 10.31398 0.66302
F 0.37666 11.65072 0.58152
H 2.72602 6.90773 -0.49040
H 2.67275 6.57306 -2.22812
H 2.88507 8.22696 -1.64822
H 0.38028 6.50206 -1.27385
H 0.51785 7.85095 -2.39830
*
```


No. 3
A molecular structure, C54H46N15O5PbS2. Source: the OMol25 dataset; level of theory: wB97M-V/def2-TZVPD.

Geometry as ORCA input:
```
! wB97M-V def2-TZVPD RIJCOSX def2/J DEFGRID3
* xyz 1 1
Pb -0.69896 -0.38742 0.94078
C 4.89798 0.23569 3.27575
N 3.53283 -0.21143 3.06174
C 2.75587 -0.02590 1.99862
N 1.58618 -0.61041 2.18992
C 1.71856 -1.15391 3.43567
N 2.88427 -0.94562 3.99308
C 5.93283 -0.53192 2.48018
C 7.25175 -0.09467 2.54469
C 8.24991 -0.76508 1.85726
C 7.94090 -1.87146 1.08420
C 6.62232 -2.30437 1.00589
C 5.61914 -1.64196 1.71095
C 6.32068 -3.45103 0.14903
N 7.15798 -4.16743 -0.51394
N 6.41024 -5.10623 -1.20824
C 5.17919 -4.88410 -0.91209
O 5.03607 -3.84565 -0.05007
C 4.00906 -5.60089 -1.42063
C 4.21364 -6.58845 -2.37782
C 3.12885 -7.28020 -2.88947
C 1.84837 -6.99037 -2.44875
C 1.63949 -6.00674 -1.48791
C 0.21404 -5.75494 -1.04614
N 0.08086 -4.73540 -0.02098
C -0.10983 -3.42770 -0.16938
N -0.15346 -2.85307 1.01824
C 0.02804 -3.89277 1.88106
N 0.17949 -5.05216 1.28951
C 2.72144 -5.30917 -0.97305
H 5.08025 0.12529 4.34202
H 4.95311 1.29669 3.03151
H 3.06822 0.49174 1.10963
H 0.93467 -1.69344 3.93944
H 7.49910 0.77781 3.14023
H 9.27316 -0.41850 1.91860
H 8.70465 -2.40485 0.53413
H 4.60068 -2.00475 1.64565
H 5.22212 -6.80144 -2.70630
H 3.28167 -8.04985 -3.63453
H 1.00214 -7.53671 -2.85216
H -0.21584 -6.66559 -0.63510
H -0.39541 -5.44783 -1.89553
H -0.23590 -2.92682 -1.11827
H 0.05674 -3.79111 2.95511
H 2.58486 -4.54498 -0.21697
C -1.50478 7.95536 -3.58002
C -1.36089 6.60995 -2.92144
C -0.29621 6.33867 -2.06553
C -0.16066 5.09332 -1.46892
C -1.09457 4.10653 -1.74606
C -2.17631 4.35463 -2.57924
C -2.29941 5.60417 -3.16058
S -0.95947 2.49838 -0.99803
O -1.83208 3.15475 1.45324
O -2.26828 1.85866 -1.19026
N 0.08764 1.73512 -2.16697
C 1.45317 1.47019 -1.88186
C 0.99115 2.34401 -3.11765
C 1.15491 1.67497 -4.39708
C 1.36204 0.35112 -4.43166
C 1.75146 -0.35961 -3.22544
N 1.92915 0.16658 -2.06668
H -0.80683 8.67926 -3.16332
H -2.51674 8.34287 -3.45877
H -1.31209 7.87853 -4.65173
H 0.42965 7.11383 -1.85099
H 0.65195 4.91241 -0.77154
H -2.90629 3.57328 -2.74887
H -3.14643 5.81179 -3.80454
H 1.13792 3.41707 -3.05781
H 1.18543 2.27311 -5.30027
H 1.46875 -0.16421 -5.37761
H 2.08672 -1.38934 -3.32975
O -8.09551 -0.43950 -2.52434
N -7.02814 0.13109 -2.50856
O -6.76416 1.14124 -3.12994
C -5.96690 -0.42628 -1.64365
C -6.36370 -0.97847 -0.48609
C -5.39578 -1.50351 0.42701
C -5.76756 -2.13872 1.62439
C -4.79211 -2.66668 2.42567
C -3.45514 -2.44979 2.06864
N -3.07857 -1.79704 0.98821
C -4.03662 -1.41285 0.11944
C -3.63524 -0.95465 -1.19794
N -2.34928 -1.15469 -1.55395
C -1.97089 -0.77763 -2.75340
C -2.83172 -0.17345 -3.67753
C -4.14425 0.00781 -3.34036
C -4.59161 -0.41557 -2.07322
H -7.41704 -1.02313 -0.24310
H -6.81609 -2.22373 1.88319
H -5.02988 -3.20418 3.33282
H -2.66556 -2.81907 2.70691
H -0.92853 -0.94633 -3.00966
H -2.45755 0.13736 -4.64356
H -4.83397 0.46364 -4.03314
C -2.61616 5.31107 1.60175
N -2.77722 3.97089 2.13467
C -4.07930 3.40503 1.83948
C -0.81999 2.74513 2.37340
C -1.28986 1.72813 3.39320
C -1.69335 2.18145 4.65048
C -2.04711 1.29340 5.65762
C -1.95743 -0.07101 5.40697
C -1.57800 -0.50658 4.14291
C -1.26711 0.36955 3.09945
H -3.27747 5.97828 2.15605
H -2.85829 5.36898 0.53125
H -1.58931 5.63967 1.75398
H -4.82871 3.97123 2.39356
H -4.09820 2.36950 2.17405
H -4.31768 3.44190 0.76693
H -0.39999 3.61867 2.87853
H -0.04025 2.32131 1.73303
H -1.72401 3.24856 4.83291
H -2.36106 1.65860 6.62719
H -2.17025 -0.79050 6.18941
H -1.48922 -1.57901 4.00116
S 2.66457 4.22529 0.89015
C 2.30253 3.04420 -0.08898
N 2.06782 2.12410 -0.79321
*
```


No. 4
A molecular structure, C21H23ClN4O3S at a distorted geometry. Source: the OMol25 dataset; level of theory: wB97M-V/def2-TZVPD.

Geometry as ORCA input:
```
! wB97M-V def2-TZVPD RIJCOSX def2/J DEFGRID3
* xyz 0 1
C 4.48041 0.52217 -0.79953
C 2.86194 0.70792 -0.60121
H 2.64353 1.45593 0.03120
C 2.24957 1.15559 -1.99931
N 0.71914 1.33868 -1.86031
C 0.05046 0.36347 -2.47887
N -1.06661 0.56273 -2.10044
C -1.35180 1.61938 -1.39948
C -2.35729 2.28417 -0.77268
C -1.99084 3.34361 0.11044
C -0.63944 3.70876 -0.02116
C 0.32396 3.21327 -0.62702
C -0.01087 2.18065 -1.08846
H 1.41568 3.45755 -0.43865
H -0.57346 4.73894 0.74609
H -2.61289 3.89878 0.56817
H -3.24858 1.93473 -0.65168
N 0.49113 -0.67815 -3.35520
C -0.27987 -2.07779 -3.48479
O 0.04512 -2.69847 -4.47651
C -0.88302 -2.32584 -2.22541
C -0.01020 -2.15783 -1.09457
C -0.72642 -2.60053 0.13043
C -1.79928 -3.23889 0.16380
C -2.83701 -3.51801 -1.16829
C -2.05841 -3.16598 -2.15323
H -2.48074 -3.21151 -2.97844
H -3.59004 -4.15152 -1.09751
Cl -2.53993 -3.60936 1.69894
S 0.12634 -2.09108 1.80007
O 1.15910 -1.35012 1.26672
O 0.19329 -3.14405 2.52346
N -1.11925 -1.19399 2.45495
C -0.98543 -0.86834 3.98527
H -0.31802 -1.70167 4.31143
C -0.41736 0.27518 4.01433
H -1.28920 1.07197 4.70883
H 0.77575 0.30720 4.69880
C -0.23680 1.01386 2.68966
H 0.87915 0.84429 2.21467
H -0.36636 2.03236 2.81870
C -0.94487 0.15791 1.78933
H -0.87487 0.23432 0.81455
H -2.18575 0.65296 2.06765
H -2.00894 -1.02394 4.23068
H 0.70334 -1.69356 -0.78019
H 0.92315 -0.42560 -4.07477
H 2.65205 2.13291 -2.18404
H 2.46791 0.37872 -2.87079
H 2.53988 -0.05691 -0.41729
H 4.85004 1.44841 -1.25862
H 4.56520 -0.26308 -1.55238
H 4.68742 0.20980 0.17267
*
```


No. 5
2 unconnected molecules or ions with the total composition C19H27Br2NO2P2S2 at a distorted geometry. Source: the OMol25 dataset; level of theory: wB97M-V/def2-TZVPD.

SMILES = OP(Br)[PH2](CCCBr)CCCSC(=S)N(c1ccccc1)c1ccccc1.O

Geometry as ORCA input:
```
! wB97M-V def2-TZVPD RIJCOSX def2/J DEFGRID3
* xyz 0 1
O 0.25709 2.96909 -3.72242
P -1.08430 4.01154 -3.60496
Br -0.27596 5.79041 -2.41337
P -2.75138 3.09721 -2.43732
C -4.29338 2.46170 -1.50370
C -4.66154 3.30231 -0.18977
C -4.55120 4.85834 -0.36669
Br -4.99351 5.69388 1.39429
C -2.20448 1.33662 -2.81817
C -1.23743 0.78037 -1.65333
C -0.35483 -0.36075 -2.28813
S -0.01616 -1.78260 -1.16868
C 1.37409 -1.30379 -0.05542
S 1.82429 0.27880 -0.13892
N 1.85670 -2.36454 0.78629
C 3.29005 -2.40186 1.03604
C 4.35215 -1.73260 0.28855
C 5.78169 -1.77956 0.63007
C 6.24291 -2.53850 1.79325
C 5.20393 -3.26516 2.54299
C 3.77488 -3.21745 2.18744
C 1.22949 -2.21868 2.13185
C 0.44950 -3.33527 2.69984
C -0.10041 -3.18298 4.06447
C 0.09895 -1.99158 4.87586
C 0.86110 -0.86615 4.29825
C 1.41725 -1.02161 2.94674
H 0.89112 3.15281 -3.00286
H -2.20402 3.71000 -1.25199
H -3.65510 3.87351 -3.26415
H -5.20197 2.54092 -2.17811
H -4.20121 1.39025 -1.15338
H -5.74808 3.07565 0.02052
H -4.08714 2.88784 0.67849
H -5.29560 5.24938 -1.10420
H -3.53488 5.23550 -0.63198
H -3.05486 0.60086 -2.86738
H -1.67745 1.23592 -3.81562
H -1.89521 0.45443 -0.80833
H -0.65458 1.67677 -1.31312
H 0.59574 0.07904 -2.70353
H -0.92488 -0.75080 -3.18045
H 4.09007 -1.12756 -0.60648
H 6.51603 -1.20711 0.01816
H 7.30710 -2.59427 2.12862
H 5.54892 -3.84922 3.43268
H 3.11684 -3.82593 2.84426
H 0.29811 -4.26990 2.11558
H -0.66530 -4.03193 4.52846
H -0.26638 -1.85356 5.92356
H 1.07340 0.07807 4.84577
H 2.02807 -0.16253 2.56288
O -0.02663 -4.16480 -3.88903
H -0.07003 -3.59250 -3.11261
H 0.20841 -5.02802 -3.53081
*
```


| no. | HOMO energy (eV) | HOMO-LUMO gap (eV) |
| --- | --- | --- |
| 1 | -9.4 | 9.820 |
| 2 | -9.3 | 9.543 |
| 3 | -10.3 | 7.543 |
| 4 | -8.3 | 7.726 |
| 5 | -7.8 | 6.861 |